Record 1
82
Properties=species:S:1:pos:R:3:forces:R:3 method="wB97M-V/def2-TZVPD" homo_lumo_gap_ha=0.311 e_lumo_ev=-0.08 total_energy_ha=-2566.3400 relative_energy_ev=0.000 homo_ev=-8.54 charge=0 max_force_ha_per_bohr=0.016
Y 0.90063 0.27115 0.33837 -0.1 -0.2 -0.2
N 5.30097 0.92911 -0.15988 -0.3 -0.1 0.0
C 5.51828 -0.24168 0.53015 0.0 0.0 0.0
C 4.29346 -0.80372 0.71413 0.1 0.0 0.0
N 3.33501 -0.00248 0.15131 0.2 0.1 -0.1
C 3.96738 1.02614 -0.36313 0.0 0.2 0.0
C 3.24733 2.10364 -1.02198 0.1 -0.1 0.1
N 1.97100 2.33019 -0.80340 0.1 -0.1 -0.1
C 1.63217 3.36851 -1.63144 0.0 0.0 0.0
C 2.71787 3.76764 -2.34706 0.0 0.0 0.0
N 3.75007 2.95107 -1.94995 -0.2 0.0 0.1
H 5.99446 1.62152 -0.37833 0.0 0.0 0.0
H 6.50176 -0.54899 0.83232 0.0 0.0 0.0
H 4.03235 -1.71884 1.21531 0.0 -0.1 0.0
H 0.63339 3.76551 -1.66345 0.0 0.0 0.0
H 2.84746 4.53199 -3.09014 0.0 0.0 0.0
H 4.66372 2.90900 -2.36459 0.0 0.0 0.0
N 0.47056 -0.91491 2.61287 0.0 0.0 -0.1
C 1.27717 -0.24616 3.64613 0.1 0.0 0.1
C 2.13750 0.87172 3.02384 -0.1 0.0 0.1
O 3.25284 1.11860 3.43745 0.0 0.0 0.1
O 1.53822 1.47325 2.04224 0.2 0.3 0.2
H -0.45866 -1.12480 2.95378 0.0 0.0 -0.1
H 0.88563 -1.79892 2.32271 0.0 0.0 0.1
H 1.91568 -0.93964 4.19582 0.0 0.0 -0.1
H 0.60935 0.23137 4.36823 0.1 0.0 0.0
O 1.31397 -0.63448 -3.86843 0.0 -0.1 0.0
C 1.17417 -0.89901 -2.68741 0.1 -0.2 0.0
O 0.73066 -0.07040 -1.80288 -0.1 0.2 -0.1
C 1.55734 -2.29079 -2.18716 0.1 -0.1 -0.2
C 1.94781 -3.18977 -3.16029 0.0 0.1 0.3
C 2.35864 -4.47081 -2.81526 0.2 0.0 0.0
C 2.43684 -4.88135 -1.50348 0.0 0.3 -0.2
C 2.06359 -3.98335 -0.51953 0.2 0.0 0.2
C 1.56046 -2.67526 -0.80678 0.0 0.1 0.0
O 1.13122 -1.90272 0.12964 0.0 -0.2 0.0
N 2.24181 -4.46428 0.85952 -0.8 -0.1 -0.1
O 2.49261 -5.64575 1.00464 0.2 0.0 0.1
O 2.07213 -3.70424 1.80129 0.3 0.1 -0.1
N 2.75438 -5.40795 -3.86850 -0.5 -0.1 0.0
O 3.10095 -6.52526 -3.53080 0.2 0.1 -0.1
O 2.64842 -5.03444 -5.02090 0.2 0.0 0.0
H 1.92566 -2.86470 -4.19013 0.0 0.0 0.0
H 2.79008 -5.86772 -1.24941 0.0 0.0 0.0
C -2.57104 0.04286 -2.17814 0.0 0.0 0.0
C -2.89470 1.30449 -1.36155 0.0 -0.1 -0.1
C -2.32055 2.50730 -2.11209 0.0 0.0 0.0
C -4.41563 1.41418 -1.24927 0.0 0.0 0.0
P -1.99055 1.09505 0.25951 0.0 -0.1 0.1
C -2.85111 -0.32513 1.02488 0.0 0.1 0.0
C -2.26498 -1.57700 0.84490 0.0 -0.1 0.0
C -2.84249 -2.72050 1.37974 0.0 0.0 0.0
C -4.01507 -2.62617 2.11251 0.0 0.0 0.0
C -4.61246 -1.38714 2.29830 0.0 0.0 0.0
C -4.03828 -0.25024 1.75404 0.0 0.0 0.0
C -2.16646 2.57472 1.39611 -0.1 0.1 0.0
C -1.87174 2.08617 2.81855 0.0 0.0 0.0
C -3.48670 3.34730 1.37951 0.0 0.0 -0.1
C -1.04828 3.55452 1.01163 0.1 0.0 0.0
H -3.03197 0.14690 -3.16288 0.0 0.0 0.0
H -2.98726 -0.85320 -1.71665 0.0 0.0 0.0
H -1.49789 -0.08701 -2.31348 0.0 0.0 0.0
H -2.77208 2.54445 -3.10581 0.0 0.0 0.0
H -1.24187 2.40531 -2.24902 0.0 0.0 0.0
H -2.53476 3.45623 -1.61861 0.0 0.0 0.0
H -4.83430 1.40932 -2.25867 0.0 0.0 0.0
H -4.75281 2.32542 -0.76214 0.0 0.1 0.1
H -4.84015 0.56228 -0.71827 0.0 0.0 0.0
H -1.34255 -1.68640 0.28446 0.0 0.0 0.0
H -2.36748 -3.68000 1.22417 0.0 0.0 0.0
H -4.46317 -3.51553 2.53543 0.0 0.0 0.0
H -5.52929 -1.30767 2.86669 0.0 0.0 0.0
H -4.52570 0.70191 1.90113 0.0 0.1 0.0
H -2.63333 1.40710 3.19915 0.0 0.0 0.0
H -1.83661 2.95651 3.47711 0.0 0.0 0.0
H -0.89807 1.59616 2.87406 0.0 0.0 0.0
H -4.35249 2.73284 1.61475 0.0 0.0 0.0
H -3.66424 3.82806 0.41832 0.0 0.0 -0.1
H -3.43395 4.14051 2.12955 0.0 0.0 0.0
H -0.05672 3.10316 1.08929 0.0 0.0 0.0
H -1.07035 4.39528 1.70933 0.0 0.0 0.0
H -1.17928 3.95997 0.00809 0.0 0.0 0.0



Record 2
97
Properties=species:S:1:pos:R:3:forces:R:3 method="wB97M-V/def2-TZVPD" homo_lumo_gap_ha=0.042 e_lumo_ev=-10.75 total_energy_ha=-6883.9648 homo_ev=-11.90 charge=+2 max_force_ha_per_bohr=0.054
N 2.97441 -0.06222 0.17470 -0.1 0.0 0.3
C 2.15568 1.13130 0.25754 0.3 0.1 -0.3
C 0.66728 0.78587 0.21239 0.1 0.1 0.3
O 0.07745 0.89807 1.51832 0.0 -0.1 0.0
C -0.21013 1.73235 -0.62471 0.3 0.0 -0.6
C -0.99970 1.13962 -1.77306 -0.6 -0.4 -0.3
C -0.37948 0.42831 -2.83066 -0.6 0.2 -0.1
S 1.39239 0.20626 -2.83362 0.1 -0.1 0.2
C -1.14941 -0.12327 -3.88152 -0.5 0.4 0.4
C -0.53938 -0.92126 -5.01232 -0.2 -0.2 0.3
C -0.14966 -2.34452 -4.55244 0.6 0.2 0.1
O 1.11162 -2.72112 -5.04134 -0.1 -0.2 -0.1
C -1.08052 -3.50987 -4.90837 0.1 -0.8 2.0
F -0.76275 -4.15558 -6.09864 0.1 0.2 0.2
F -1.04713 -4.43868 -3.96227 0.0 0.2 -0.6
F -2.39409 -3.15846 -5.06836 0.2 0.1 0.0
C -2.53835 0.06574 -3.89016 0.4 0.3 0.7
C -3.16769 0.78292 -2.87131 0.8 -0.1 -0.1
C -2.40292 1.30924 -1.80947 0.1 -0.4 -0.4
S -3.31068 2.16088 -0.54384 0.0 -0.1 0.0
C -4.71026 1.06854 -0.47379 -0.4 -0.5 -0.1
C -5.28815 0.70562 0.75010 -0.2 -0.3 -0.6
C -6.36317 -0.19033 0.73567 0.0 0.0 -0.8
C -6.85241 -0.71749 -0.47194 0.6 0.5 0.0
C -6.26606 -0.34248 -1.68880 0.4 0.2 0.5
I -6.91770 -1.13907 -3.49770 -0.1 0.0 0.1
C -5.19216 0.55863 -1.69634 -0.4 0.0 0.8
N -4.58170 0.96374 -2.92209 0.3 0.2 0.1
H 3.92425 0.10546 0.48286 0.1 0.0 -0.2
H 2.57936 -0.86274 0.64985 0.1 0.0 0.1
H 2.44399 1.78314 -0.57088 0.0 0.0 0.0
H 2.36912 1.70316 1.17462 -0.1 0.0 0.1
H 0.58246 -0.24077 -0.15357 -0.2 0.0 -0.1
H 0.51788 0.28855 2.12045 0.0 0.0 0.1
H -0.89379 2.16825 0.10157 -0.5 -0.2 -0.1
H 0.37995 2.54351 -1.06762 0.4 -0.2 -0.2
H 1.68980 1.13300 -3.75595 0.0 0.0 -0.1
H -1.29028 -0.91979 -5.80718 0.2 0.0 -0.2
H 0.38218 -0.48463 -5.38722 -0.1 0.1 -0.1
H -0.15621 -2.33164 -3.46188 -0.1 -0.1 0.0
H 1.75021 -2.77279 -4.32264 0.0 0.1 0.0
H -3.15732 -0.33426 -4.68344 0.0 0.0 0.0
H -4.90336 1.09242 1.68420 0.0 0.0 0.0
H -6.83604 -0.51944 1.65177 0.1 0.2 0.1
H -7.66779 -1.42650 -0.47626 0.0 0.0 0.1
H -4.77193 1.95276 -3.07808 -0.1 0.0 -0.1
C -3.68006 -5.41875 -1.36710 0.0 0.3 0.0
O -4.09562 -4.31896 -0.55620 0.0 -0.1 0.0
H -4.01985 -6.32794 -0.88042 0.0 0.0 0.0
H -4.12626 -5.35458 -2.36292 0.0 -0.1 0.0
H -2.59073 -5.45290 -1.45755 0.0 -0.1 0.0
H -3.80761 -3.50686 -0.98050 0.0 0.0 0.0
F 5.74953 4.79705 0.21838 -0.1 0.0 0.2
Al 5.28867 3.43304 -0.62829 0.3 0.4 -0.2
F 5.31828 2.08306 0.45215 -0.4 -0.4 0.1
F 6.26829 3.10401 -1.92616 0.0 -0.2 -0.1
F 3.67418 3.60424 -1.13254 -0.5 -0.2 0.2
Na 0.24370 4.01909 0.45026 0.4 0.3 0.3
C 6.71238 1.52422 2.81800 1.4 -1.0 2.2
O 5.84095 0.80246 2.23676 -0.3 0.9 -0.9
O 7.26202 0.89289 3.87680 -1.1 0.4 -1.4
O 7.04960 2.64893 2.51244 -0.5 0.0 -0.6
H 6.81332 0.01855 3.88647 0.6 -0.1 0.7
Al -1.91476 -2.87778 -7.32827 -0.6 0.3 -1.5
C -6.62315 -4.45115 -6.03431 -0.3 0.0 0.3
Cl -6.40458 -4.83045 -4.32986 0.2 -0.1 -0.1
Cl -8.14334 -3.61119 -6.27196 0.0 0.0 -0.1
Cl -5.27430 -3.45284 -6.64922 0.1 0.0 -0.1
H -6.63305 -5.37243 -6.60122 0.0 0.0 0.0
C 6.30075 7.95510 -0.13208 0.1 -0.1 0.0
Cl 7.43686 9.28795 0.10173 0.0 0.0 0.0
Cl 5.43796 8.07476 -1.67355 -0.1 0.0 0.0
H 6.84380 7.01881 -0.12334 0.0 0.0 0.0
H 5.57220 7.98071 0.66796 0.0 0.0 0.0
N -5.86758 -3.14143 3.56741 0.0 0.0 0.0
C -6.24249 -3.74648 4.72926 0.0 0.0 0.0
C -5.77492 -2.97457 5.78638 0.0 0.0 0.0
C -5.09993 -1.88007 5.23543 0.0 -0.1 0.0
C -5.17326 -2.00325 3.85358 0.0 0.0 0.0
H -6.07012 -3.48395 2.64381 0.0 0.0 0.0
H -6.80649 -4.66343 4.72350 0.0 0.0 0.0
H -5.91649 -3.19434 6.83044 0.0 0.0 0.0
H -4.61401 -1.07839 5.76154 0.0 0.0 0.0
H -4.78758 -1.37182 3.07185 0.0 0.0 0.0
C 11.53404 2.12810 6.13694 0.0 0.1 0.1
C 10.92038 2.36551 4.77246 0.1 -0.1 -0.1
O 10.08228 1.22662 4.61826 -0.1 0.3 0.1
C 9.71697 0.82033 5.86342 0.1 -0.1 0.1
O 8.82884 0.06650 6.09325 -0.1 -0.1 -0.1
O 10.49460 1.39600 6.79872 0.0 0.1 0.0
F 11.84154 2.37529 3.78622 0.0 -0.1 0.0
H 12.42696 1.50735 6.05850 0.0 0.0 -0.1
H 11.76428 3.03804 6.68208 -0.1 0.0 0.1
H 10.31042 3.26717 4.69505 0.1 0.0 -0.1
O -5.09300 1.50409 6.04308 0.1 -0.2 -0.1
H -4.25276 1.44244 6.50849 0.0 0.1 0.1
H -5.73866 1.14086 6.65827 -0.1 0.1 0.0



Record 3
71
Properties=species:S:1:pos:R:3:forces:R:3 method="wB97M-V/def2-TZVPD" homo_lumo_gap_ha=0.255 e_lumo_ev=-5.47 total_energy_ha=-4161.2202 relative_energy_ev=0.000 homo_ev=-12.40 charge=+2 max_force_ha_per_bohr=0.006
Y 0.07622 -0.15054 1.15432 0.2 0.1 -0.1
N -1.93908 0.18547 -0.40941 0.0 -0.1 0.1
C -2.75181 -0.88160 -0.99274 -0.1 0.0 0.0
C -3.97300 -0.57607 -1.57282 0.0 0.0 0.0
C -4.73708 -1.57902 -2.15081 0.0 0.0 0.0
C -4.27284 -2.88574 -2.16124 0.0 0.0 0.0
C -3.05807 -3.19241 -1.56842 0.0 0.0 0.0
C -2.29424 -2.19918 -0.96028 0.0 0.0 0.0
P -0.73162 -2.52826 -0.09302 0.0 0.0 -0.1
C -0.12258 -4.15377 -0.55532 0.0 0.0 0.0
C 1.04775 -4.22989 -1.30811 0.0 0.0 0.0
C 1.54322 -5.46427 -1.70083 0.0 0.0 0.0
C 0.87557 -6.62352 -1.33446 0.0 0.0 0.0
C -0.28562 -6.55535 -0.57345 0.0 0.0 0.0
C -0.78548 -5.32505 -0.18184 0.0 0.0 0.0
C -1.26888 -2.69075 1.65459 0.1 -0.1 -0.1
C -2.36284 -1.97969 2.14467 -0.3 0.0 0.1
C -2.73125 -2.08815 3.48484 0.0 0.1 -0.1
C -2.00116 -2.88991 4.34433 0.0 0.0 0.1
C -0.89204 -3.58204 3.86970 0.0 0.0 0.0
C -0.51650 -3.47345 2.54207 0.0 0.0 -0.1
H -1.36489 0.59381 -1.14690 0.0 0.0 0.0
H -2.56130 0.93447 -0.11430 0.0 0.0 0.0
H -4.32527 0.44913 -1.58329 0.0 0.0 0.0
H -5.68847 -1.33491 -2.60322 0.0 0.0 0.0
H -4.86019 -3.66640 -2.62456 0.0 0.0 0.0
H -2.70153 -4.21363 -1.57708 0.0 0.0 0.0
H 1.57301 -3.32105 -1.57761 0.0 0.0 0.0
H 2.45043 -5.52306 -2.28669 0.0 0.0 0.0
H 1.26300 -7.58695 -1.63750 0.0 0.0 0.0
H -0.79960 -7.46193 -0.28398 0.0 0.0 0.0
H -1.68405 -5.27503 0.42216 0.0 0.0 0.0
H -2.99557 -1.41279 1.47157 0.0 0.0 0.0
H -3.60786 -1.56355 3.84291 0.0 0.0 0.0
H -2.30341 -2.99256 5.37814 0.0 0.0 0.0
H -0.32436 -4.21986 4.53526 0.0 0.0 0.0
H 0.33792 -4.02910 2.17651 0.0 0.0 0.0
C 2.86398 -2.84110 3.17101 0.0 -0.1 -0.1
Si 2.60426 -1.32132 2.10462 0.1 0.1 0.0
C 4.27266 -0.74345 1.43013 -0.1 -0.1 0.0
C 1.79497 0.07400 3.07236 -0.2 -0.1 0.0
C 1.85611 1.39643 2.56843 -0.1 0.0 0.0
C 0.75852 2.25031 2.58243 0.0 0.0 0.0
C -0.46380 1.83503 3.12104 0.1 0.0 0.0
C -0.50483 0.60240 3.79146 0.0 0.1 0.1
C 0.58781 -0.25006 3.76038 0.0 0.0 0.2
H 3.76064 -2.72675 3.78226 0.0 0.0 0.0
H 2.99861 -3.71727 2.53244 0.0 0.0 0.0
H 2.02749 -3.05277 3.83694 0.0 0.1 0.0
H 5.00420 -0.62046 2.23114 0.0 0.0 0.0
H 4.22563 0.20053 0.88363 0.0 0.0 0.0
H 4.66413 -1.50333 0.74885 0.0 0.0 0.0
H 2.76354 1.72645 2.07695 0.0 0.0 0.0
H 0.83528 3.23512 2.13854 0.0 0.0 0.0
H -1.32111 2.49364 3.12209 0.0 0.0 0.0
H -1.41134 0.30302 4.30116 0.0 0.0 0.0
H 0.47513 -1.23918 4.19480 0.1 0.1 0.0
C 3.06242 -0.21592 -2.13726 0.0 0.0 0.0
As 2.11436 1.35752 -1.62587 -0.1 0.0 0.2
C 1.16748 2.06976 -3.12186 0.0 0.0 0.0
C 3.32288 2.68805 -0.98119 0.0 0.0 -0.1
O 0.98487 0.97458 -0.42111 0.1 0.1 -0.3
H 3.84166 0.03998 -2.85411 0.0 0.0 0.0
H 2.35975 -0.91361 -2.59022 0.0 0.0 0.0
H 3.50253 -0.65849 -1.24609 0.0 0.0 0.0
H 1.87700 2.35302 -3.89862 0.0 0.0 0.0
H 0.60814 2.94772 -2.80400 0.0 0.0 0.0
H 0.48926 1.31390 -3.51444 0.0 0.0 0.0
H 3.95241 3.00640 -1.81241 0.0 0.0 0.0
H 3.94880 2.28095 -0.19025 0.0 0.0 0.0
H 2.75542 3.54086 -0.61343 0.0 0.0 0.0



The lowest charge belongs to which entry?
C29H35N7O9PY